111
Properties=species:S:1:pos:R:3 method="wB97M-V/def2-TZVPD" e_tot_ha=-7392.14085 de_lowest_kcal_mol=8.4 multiplicity=2 gap_ev="5.8374 / 5.8254" homo_ev="-3.69 / -3.68" charge=-1 e_lumo_ev="2.150 / 2.150"
Cu 0.08320 0.10342 0.35052
Te 1.86022 -3.33656 -0.25998
C 3.50590 -4.01651 -1.42460
C 3.33261 -4.66358 -2.64288
C 4.44703 -5.09127 -3.34496
N 5.69974 -4.92835 -2.92009
C 5.85930 -4.31358 -1.75066
C 4.80984 -3.85156 -0.97230
C 1.02858 -1.90613 -1.76694
P -0.65377 -1.82720 -1.05036
C -1.47621 -0.69523 -2.22238
C -1.48526 -0.98251 -3.56598
C -2.01951 -0.10035 -4.50773
C -2.54938 1.14167 -4.07801
C -2.62508 1.44814 -2.76369
C -2.18576 0.51349 -1.67579
C -1.39128 -3.40906 -1.67346
C -2.65484 -3.76287 -1.20418
C -3.27203 -4.93108 -1.62662
C -2.62426 -5.77152 -2.52055
C -1.36432 -5.43011 -2.99366
C -0.75436 -4.25780 -2.57172
P 1.84766 -0.42613 -1.09959
C 3.57453 -0.62162 -1.74768
C 3.79906 -1.27855 -2.95418
C 5.07443 -1.35521 -3.48865
C 6.14867 -0.78315 -2.81957
C 5.93436 -0.11400 -1.62491
C 4.65124 -0.02233 -1.10035
C 1.54426 0.98915 -2.25788
C 1.77228 2.26110 -1.73051
C 1.58479 3.39723 -2.50150
C 1.15921 3.27084 -3.81750
C 0.96138 2.00913 -4.35871
C 1.16751 0.87285 -3.58876
H 2.34043 -4.83069 -3.04163
H 4.33758 -5.59845 -4.29925
H 6.88684 -4.17669 -1.42674
H 5.00169 -3.34915 -0.03210
H -1.01245 -1.89755 -3.90535
H -1.97691 -0.33835 -5.56342
H -2.88900 1.85379 -4.82277
H -3.01594 2.40898 -2.44323
H -3.11504 0.14144 -1.19903
H -3.15366 -3.10663 -0.49700
H -4.25750 -5.19108 -1.25763
H -3.09711 -6.69227 -2.84147
H -0.85824 -6.08089 -3.69773
H 0.22072 -3.97265 -2.94775
H 2.95768 -1.73651 -3.46006
H 5.23617 -1.87103 -4.42761
H 7.14896 -0.85952 -3.22897
H 6.76560 0.34441 -1.10138
H 4.49095 0.53197 -0.18161
H 2.08803 2.34374 -0.69405
H 1.75421 4.37920 -2.07491
H 0.97989 4.15574 -4.41639
H 0.64648 1.90918 -5.39112
H 1.01879 -0.11156 -4.01278
N -1.56691 -0.51013 2.74353
C -0.27888 -0.63122 3.07600
N 0.71353 -0.45272 2.25038
C 1.92816 -0.76902 2.85678
C 3.19007 -0.69664 2.28016
C 4.30081 -1.07659 3.01181
C 4.17858 -1.53116 4.32149
C 2.93549 -1.58347 4.92866
C 1.82838 -1.19318 4.19320
S 0.15876 -1.17076 4.69692
H -1.74227 -0.11761 1.82594
H -2.29386 -0.51110 3.43429
H 3.27257 -0.35189 1.26588
H 5.28092 -1.01960 2.55386
H 5.05691 -1.84377 4.87190
H 2.82536 -1.91944 5.95185
C -1.36549 1.22533 -0.56632
Ge -2.51934 2.27361 0.61835
C -3.30694 4.00950 0.02235
C -4.44696 4.05929 -0.77960
C -4.97285 5.27102 -1.20356
C -4.35860 6.46094 -0.83756
C -3.22058 6.42812 -0.04489
C -2.70353 5.21252 0.38246
C -1.41091 2.80199 2.17874
C -1.93180 3.02566 3.45070
C -1.11764 3.44744 4.49315
C 0.23579 3.66595 4.27324
C 0.77228 3.43972 3.01308
C -0.04587 3.00508 1.97974
C -4.10674 1.25485 1.26039
C -5.22210 1.94761 1.73410
C -6.37528 1.28226 2.12471
C -6.42811 -0.10382 2.07101
C -5.32529 -0.81256 1.61603
C -4.18414 -0.13809 1.20352
H -0.73031 1.96850 -1.06422
H -4.93358 3.13545 -1.07673
H -5.86183 5.28934 -1.82307
H -4.76624 7.40761 -1.17063
H -2.73291 7.35382 0.23759
H -1.81672 5.19685 1.00693
H -2.99232 2.86731 3.62584
H -1.53854 3.61245 5.47833
H 0.86779 4.01439 5.08092
H 1.82936 3.60377 2.83996
H 0.37927 2.81956 0.99783
H -5.18961 3.03066 1.77884
H -7.23978 1.84298 2.46000
H -7.32639 -0.62522 2.37792
H -5.36140 -1.89466 1.57173
H -3.34772 -0.71328 0.81644

116
Properties=species:S:1:pos:R:3 method="wB97M-V/def2-TZVPD" e_tot_ha=-5391.01462 multiplicity=1 gap_ev="7.1564 / 7.0126" homo_ev="-7.21 / -7.12" e_lumo_ev="-0.057 / -0.110"
Ni -1.39005 0.21553 -0.82818
N -5.25604 0.84557 -2.66168
C -3.98946 0.56817 -2.25737
S -3.79404 -0.27133 -0.76469
N -3.04641 0.94942 -3.11250
N -1.82662 0.52589 -2.71768
C -0.83832 0.33840 -3.53486
C -0.79561 0.78596 -4.93883
C -0.33222 -0.05333 -5.94937
C -0.28246 0.39134 -7.26137
C -0.68032 1.68264 -7.57321
C -1.13700 2.52687 -6.56985
C -1.20006 2.08133 -5.26088
C 0.20088 -0.53235 -2.93867
C 1.43187 -0.82915 -3.36582
C 2.20673 -1.92725 -2.69663
C 1.34254 -2.94371 -1.90711
C 0.05536 -2.34253 -1.46465
N -0.38344 -1.20995 -1.82299
H -6.01093 0.42173 -2.14880
H -5.39380 1.06838 -3.63377
H -0.02547 -1.06269 -5.70791
H 0.06711 -0.27242 -8.04063
H -0.63479 2.03179 -8.59617
H -1.44938 3.53439 -6.80946
H -1.57382 2.72899 -4.48028
H 1.85303 -0.30271 -4.21283
H 2.86888 -2.42980 -3.40144
H 1.18835 -3.93749 -2.33280
H -0.52157 -2.86928 -0.71947
C -2.51018 1.57802 2.56369
N -1.36092 1.75213 1.68435
P -1.58522 2.24409 0.10994
C -2.94490 3.45964 0.04621
C -3.72227 3.62081 -1.09307
C -4.65472 4.64759 -1.16607
C -4.81143 5.52847 -0.10938
C -4.01503 5.39507 1.02103
C -3.08378 4.37429 1.09311
C -0.24038 3.38586 -0.36380
C 0.28418 4.32641 0.51586
C 1.25710 5.21220 0.08421
C 1.70382 5.17331 -1.23114
C 1.17850 4.24246 -2.11378
C 0.21161 3.34776 -1.67714
P -0.23870 0.17423 1.21077
C 1.22819 1.27368 1.38145
C 1.46228 2.03942 2.52027
C 2.61165 2.80388 2.64119
C 3.51957 2.87359 1.59362
C 3.24416 2.20052 0.41384
C 2.10907 1.40928 0.31633
C -0.59601 -0.65205 2.81925
C 0.10572 -0.33298 4.12886
C -0.27107 -1.23644 5.34194
C -1.38179 -2.21151 5.14632
C -1.99842 -2.32806 3.97395
C -1.59739 -1.53490 2.80775
H -3.19004 2.42888 2.52270
H -2.17036 1.47379 3.59606
H -3.10336 0.69089 2.31815
H -3.58920 2.96059 -1.93622
H -5.25802 4.75376 -2.05788
H -5.54199 6.32434 -0.16665
H -4.11596 6.09074 1.84381
H -2.44990 4.29349 1.96697
H -0.05588 4.34408 1.54380
H 1.67571 5.93145 0.77614
H 2.46490 5.86683 -1.56342
H 1.52237 4.20638 -3.13925
H -0.18782 2.60626 -2.36049
H 0.72667 2.06787 3.30874
H 2.78636 3.36574 3.55025
H 4.41242 3.47850 1.68295
H 3.90190 2.30166 -0.43996
H 1.87532 0.93821 -0.62775
H -0.08014 0.71811 4.35329
H -0.48641 -0.61903 6.21817
H -1.67611 -2.82992 5.98601
H -2.80688 -3.03656 3.84557
H -2.16235 -1.68204 1.89190
O 0.78406 -1.23083 0.70850
Si 1.51321 -2.65742 0.99542
C 2.18029 -2.52498 2.74248
C 2.23658 -1.23601 3.10815
C 1.62458 -0.71670 4.35731
C 1.19533 -1.76544 5.41823
C 1.40683 -3.18477 4.99259
C 1.84452 -3.52260 3.78383
C 0.43054 -4.21852 1.13153
C -0.96362 -4.26360 1.13041
C -1.65814 -5.45919 1.24954
C -0.96710 -6.65489 1.36749
C 0.41999 -6.64190 1.37215
C 1.10174 -5.43922 1.26150
C 2.39045 -2.89399 -0.71024
C 3.34794 -4.03483 -0.82979
C 4.65027 -3.85479 -1.05477
C 5.22651 -2.51645 -1.22017
C 4.44430 -1.44889 -1.37253
C 2.96015 -1.60296 -1.36757
H 2.49072 -0.48125 2.37610
H 2.17241 0.12946 4.77528
H 1.64644 -1.61608 6.40190
H 1.19877 -3.96002 5.72101
H 1.97971 -4.56996 3.55494
H -1.53129 -3.34610 1.03701
H -2.74068 -5.45388 1.24817
H -1.50468 -7.58992 1.45846
H 0.97256 -7.56781 1.46915
H 2.18560 -5.45726 1.29692
H 2.95299 -5.03758 -0.72283
H 5.31134 -4.70996 -1.11312
H 6.30398 -2.41577 -1.22151
H 4.87146 -0.46112 -1.49437
H 2.47442 -0.74803 -0.91368

131
Properties=species:S:1:pos:R:3 method="wB97M-V/def2-TZVPD" e_tot_ha=-5072.15426 multiplicity=1 gap_ev=5.7109 homo_ev=-3.62 charge=-1 e_lumo_ev=2.093
Ru -1.18510 0.47217 1.08882
S -0.90988 2.82552 2.85912
P 0.51330 1.78251 3.81153
C 1.31355 0.45776 3.06021
P 0.66972 -1.15760 3.11018
S -1.27396 -1.37408 2.76398
C 1.65406 -2.14767 1.92707
C 0.99156 -2.78371 0.88230
C 1.69935 -3.60325 0.01170
C 3.06533 -3.78637 0.17590
C 3.73116 -3.13386 1.20455
C 3.02795 -2.31557 2.07681
C 1.13555 -1.93004 4.70875
C 0.30399 -2.86737 5.31029
C 0.68200 -3.48216 6.49698
C 1.90156 -3.17401 7.08211
C 2.73873 -2.23989 6.48398
C 2.35266 -1.61687 5.30797
C 1.80862 2.99746 4.23840
C 2.00683 3.49949 5.51966
C 2.98284 4.45991 5.75867
C 3.77069 4.92966 4.72004
C 3.56426 4.44878 3.43225
C 2.58609 3.49935 3.19141
C -0.15238 1.10608 5.36265
C 0.68327 0.73205 6.41443
C 0.16154 0.13161 7.54819
C -1.20225 -0.12100 7.63020
C -2.03762 0.23647 6.58298
C -1.51707 0.85559 5.45486
H -0.07556 -2.64313 0.75585
H 1.17371 -4.09475 -0.79977
H 3.61617 -4.42453 -0.50547
H 4.80085 -3.25387 1.32374
H 3.55586 -1.80208 2.86891
H -0.65265 -3.09375 4.85385
H 0.02098 -4.20070 6.96616
H 2.19663 -3.65407 8.00749
H 3.68604 -1.98499 6.94387
H 2.97254 -0.84802 4.86010
H 1.38654 3.16056 6.33902
H 3.11989 4.84409 6.76224
H 4.53345 5.67529 4.90803
H 4.16235 4.82270 2.61006
H 2.40718 3.14975 2.18316
H 1.75237 0.88190 6.33381
H 0.82262 -0.16347 8.35365
H -1.60920 -0.60867 8.50816
H -3.09769 0.02086 6.62655
H -2.16580 1.12131 4.63248
N -1.37070 2.16448 -0.12059
N -2.70971 2.42674 -0.49166
C -3.70585 1.76845 0.15590
N -4.90082 1.82046 -0.45050
N -3.38881 1.22811 1.33644
N -4.39144 0.70240 2.10878
O -4.03620 0.15436 3.12475
O -5.58286 0.81890 1.78994
H -1.00314 2.95643 0.40520
H -0.82026 2.00904 -0.95948
H -2.84135 2.59143 -1.48153
H -4.89380 1.86904 -1.45603
H -5.63434 1.30451 0.01320
C -0.89551 -2.06855 -9.46916
C -0.57819 -1.66654 -8.05339
C 0.07213 -0.47446 -7.77264
C 0.36876 -0.08697 -6.46796
C 1.07907 1.22325 -6.25674
C -0.01265 -0.91656 -5.40297
Te 0.37419 -0.35103 -3.38658
N 0.68906 0.44720 0.22710
C 1.82307 0.63964 0.69957
O 2.24818 0.74226 2.04331
C 3.06302 0.80168 -0.12540
C 3.30561 -0.09213 -1.15916
C 4.42841 0.04209 -1.96294
C 5.32429 1.07863 -1.73936
C 5.09954 1.96547 -0.69315
C 3.98292 1.81898 0.11724
C -0.73183 1.45958 -3.45505
C -0.10620 2.66105 -3.08875
C 1.32983 2.75217 -2.63390
C -0.83918 3.84914 -3.12778
C -2.16700 3.88229 -3.52300
C -2.94664 5.16999 -3.51864
C -2.76789 2.68066 -3.88545
C -2.08300 1.46612 -3.85465
C -2.82246 0.22415 -4.26137
C -0.66641 -2.13105 -5.66752
C -1.15119 -3.07960 -4.59682
C -0.93091 -2.48213 -6.98853
H -0.47752 -1.35873 -10.18280
H -1.97458 -2.11228 -9.63118
H -0.49165 -3.05652 -9.69763
H 0.36702 0.17470 -8.59138
H 1.51465 1.57578 -7.19229
H 1.86832 1.12442 -5.50952
H 0.39167 1.99004 -5.89093
H 2.60574 -0.90019 -1.30966
H 4.60181 -0.66479 -2.76598
H 6.19810 1.19117 -2.36994
H 5.80010 2.77041 -0.50434
H 3.82361 2.49442 0.95226
H 1.73494 1.79946 -2.30511
H 1.41674 3.45126 -1.79955
H 1.95837 3.12671 -3.44690
H -0.34839 4.77106 -2.83065
H -2.31034 6.01568 -3.77996
H -3.36387 5.36922 -2.52830
H -3.77553 5.13155 -4.22574
H -3.80393 2.68382 -4.21308
H -3.89227 0.42619 -4.33239
H -2.67073 -0.56906 -3.52694
H -2.47918 -0.13524 -5.23242
H -0.71775 -2.88253 -3.62023
H -0.92595 -4.11025 -4.87617
H -2.23568 -2.99715 -4.48335
H -1.43642 -3.42368 -7.18451
C -1.97506 -5.28555 1.16244
C -2.66419 -4.35369 0.20945
C -3.75517 -4.73545 -0.56177
C -4.27840 -3.76155 -1.39786
N -3.82255 -2.52111 -1.45541
C -2.77259 -2.23254 -0.65159
S -2.16262 -0.61419 -0.75617
N -2.16886 -3.12492 0.14360
H -2.32400 -6.31230 1.05374
H -2.15811 -4.94952 2.18490
H -0.89698 -5.24241 1.00466
H -4.16557 -5.73497 -0.52345
H -5.11554 -3.99229 -2.05256